Below is 2 unconnected molecules or ions with the total composition C9H14, with properties calculated with ωB97M-V with the def2-TZVPD basis set.

Frontier orbital gap, eV: 10.022
Charge: 0
SMILES string: Cc1ccccc1.CC

Positions of all 23 atoms, in Å:
C: -1.86 3.07 -0.51
C: -1.12 1.74 -0.45
C: -0.14 1.54 -1.42
C: 0.47 0.30 -1.55
C: 0.00 -0.75 -0.79
C: -1.00 -0.53 0.14
C: -1.49 0.73 0.42
H: -1.16 3.86 -0.24
H: -2.70 3.07 0.18
H: -2.28 3.23 -1.49
H: 0.27 2.40 -1.94
H: 1.33 0.16 -2.18
H: 0.50 -1.70 -0.91
H: -1.32 -1.37 0.76
H: -2.21 0.97 1.18
C: 1.97 -2.20 2.24
C: 2.28 -3.03 0.98
H: 1.42 -1.34 1.95
H: 1.53 -2.80 3.03
H: 2.90 -1.79 2.63
H: 3.12 -2.61 0.45
H: 2.57 -4.03 1.32
H: 1.44 -3.19 0.31

Below is a single C4H7NO2 molecule, with properties calculated with ωB97M-V with the def2-TZVPD basis set.

Frontier orbital gap, eV: 10.718
Charge: 0
SMILES string: O[C@@H]1CN=COC1

Positions of all 14 atoms, in Å:
O: -0.82 -0.53 1.49
C: -0.97 -0.06 0.17
C: -0.22 -0.94 -0.83
N: 1.19 -1.02 -0.45
C: 1.68 0.02 0.09
O: 1.10 1.21 0.32
C: -0.31 1.31 0.08
H: -0.20 -1.28 1.46
H: -2.03 0.03 -0.09
H: -0.35 -0.52 -1.83
H: -0.60 -1.97 -0.83
H: 2.70 0.02 0.48
H: -0.49 1.74 -0.92
H: -0.67 1.99 0.85

Below is 2 unconnected molecules or ions with the total composition C4H8NO2, with properties calculated with ωB97M-V with the def2-TZVPD basis set.

Frontier orbital gap (spin up / spin down), eV: 2.471 / 4.388
Charge: -1
2S+1: 3

Positions of all 15 atoms, in Å:
C: 2.57 -0.67 0.13
C: -1.53 -0.47 0.64
C: 1.20 1.09 -0.50
C: -1.96 -0.84 -0.51
N: 1.46 -0.31 -0.46
O: 2.73 -2.08 -0.11
O: 3.44 -0.06 0.74
H: 2.03 -2.35 -0.61
H: -0.76 0.26 0.64
H: -1.82 -1.05 1.51
H: 0.64 1.37 0.43
H: 2.10 1.74 -0.55
H: 0.42 1.39 -1.35
H: -2.74 -1.54 -0.44
H: -1.44 -0.56 -1.44

Below is a molecular structure, C22H26ClF6N2O9P3S2W, with properties calculated with ωB97M-V with the def2-TZVPD basis set.

Frontier orbital gap (spin up / spin down), eV: 7.533 / 7.715
Charge: +1
2S+1: 2

Positions of all 72 atoms, in Å:
W: -0.98 -0.26 -0.82
Cl: 4.39 -2.88 4.61
C: 3.82 -2.06 3.21
C: 4.71 -1.47 2.33
C: 4.21 -0.86 1.19
C: 2.86 -0.83 0.91
O: 2.41 -0.27 -0.27
C: 1.93 -1.32 1.84
C: 0.48 -1.16 1.99
N: -0.45 -0.44 1.46
C: -1.67 -0.39 2.22
C: -1.91 -0.96 3.45
C: -3.15 -0.82 4.09
C: -4.16 -0.11 3.52
C: -3.95 0.50 2.26
C: -4.93 1.28 1.62
C: -4.67 1.83 0.40
C: -3.45 1.54 -0.22
N: -2.49 0.83 0.35
C: -2.71 0.34 1.61
C: 2.47 -1.96 2.97
H: 5.77 -1.48 2.52
H: 4.91 -0.39 0.53
H: 0.19 -1.69 2.89
H: -1.16 -1.53 3.98
H: -3.30 -1.30 5.05
H: -5.11 0.01 4.01
H: -5.89 1.43 2.10
H: -5.39 2.43 -0.12
H: -3.27 1.87 -1.23
H: 1.80 -2.40 3.70
C: -0.64 3.47 -0.43
P: 0.38 1.99 -0.18
C: 0.80 2.19 1.58
C: 2.01 2.43 -0.97
C: 2.71 1.65 -2.09
P: 3.07 -0.07 -1.72
C: 2.52 -1.35 -2.84
C: 4.86 -0.23 -1.75
H: -0.04 4.36 -0.23
H: -1.47 3.45 0.27
H: -1.01 3.52 -1.45
H: 1.19 3.20 1.74
H: 1.56 1.47 1.89
H: -0.09 2.05 2.19
H: 2.70 2.55 -0.13
H: 1.85 3.43 -1.38
H: 3.68 2.13 -2.26
H: 2.17 1.71 -3.03
H: 3.38 -1.91 -3.19
H: 1.98 -0.93 -3.68
H: 1.82 -2.01 -2.31
H: 5.10 -0.12 -2.81
H: 5.19 -1.21 -1.43
H: 5.37 0.56 -1.21
F: -1.71 -1.36 -2.47
P: -3.60 -1.62 -2.97
F: -3.84 -0.68 -1.66
F: -5.12 -1.79 -3.30
F: -3.42 -0.30 -3.82
F: -3.53 -2.87 -2.01
F: -3.01 -2.48 -4.15
O: -0.32 -3.34 1.14
S: -0.73 -2.94 -0.17
O: -1.88 -1.88 -0.04
O: 0.27 -1.86 -0.72
O: -0.99 -3.94 -1.14
O: 0.10 2.41 -3.21
S: -0.50 1.10 -3.21
O: -0.80 0.51 -4.46
O: 0.37 0.14 -2.33
O: -1.66 1.10 -2.19

Below is a single C8H10N2S2 molecule, with properties calculated with ωB97M-V with the def2-TZVPD basis set.

Frontier orbital gap, eV: 8.503
Charge: 0
SMILES string: CSc1ccc(NC(N)=S)cc1

Positions of all 22 atoms, in Å:
C: 0.87 -0.23 -4.78
S: 0.19 -1.59 -3.69
C: 0.28 -0.76 -2.08
C: 1.27 -1.27 -1.03
C: 1.25 -0.89 0.30
C: 0.30 0.13 0.69
N: 0.33 0.71 1.96
C: -0.60 0.91 2.94
N: -1.84 0.46 2.81
S: -0.33 1.70 4.35
C: -0.61 0.56 -0.25
C: -0.74 0.02 -1.56
H: 0.35 0.72 -4.70
H: 0.81 -0.73 -5.76
H: 1.93 -0.23 -4.60
H: 1.92 -2.01 -1.34
H: 1.99 -1.31 1.01
H: 1.21 1.17 2.13
H: -1.97 -0.61 2.38
H: -2.43 0.55 3.68
H: -1.42 1.35 -0.01
H: -1.68 0.23 -2.09

Below is a single CH3BrFO2P molecule, with properties calculated with ωB97M-V with the def2-TZVPD basis set.

Frontier orbital gap, eV: 10.344
Charge: 0
SMILES string: OCOP(F)Br

Positions of all 9 atoms, in Å:
O: -0.88 -1.24 0.38
C: -1.18 0.12 0.05
O: 0.05 0.74 -0.27
P: 1.47 0.87 0.52
F: 2.33 1.79 -0.49
Br: 2.61 -1.01 -0.06
H: -1.17 -1.88 -0.24
H: -1.48 0.58 1.01
H: -1.77 0.03 -0.90

Below is a molecular structure, C16H14Br2CrF3N4O2S, with properties calculated with ωB97M-V with the def2-TZVPD basis set.

Frontier orbital gap (spin up / spin down), eV: 6.719 / 7.321
Charge: +2
2S+1: 2

Positions of all 43 atoms, in Å:
Cr: 0.57 1.15 -0.16
N: -0.15 0.17 1.50
C: -1.34 -0.59 1.14
C: -2.17 -1.20 2.03
C: -3.33 -1.86 1.57
C: -3.64 -1.89 0.24
C: -2.80 -1.25 -0.70
C: -3.05 -1.20 -2.09
C: -2.15 -0.58 -2.92
C: -1.01 0.02 -2.37
N: -0.76 0.02 -1.07
C: -1.64 -0.61 -0.23
H: -0.50 0.97 2.07
H: 0.44 -0.39 2.11
H: -1.96 -1.16 3.09
H: -3.97 -2.35 2.29
H: -4.54 -2.39 -0.10
H: -3.95 -1.65 -2.50
H: -2.30 -0.53 -3.99
H: -0.29 0.51 -3.01
Br: 1.46 2.91 -2.01
C: 2.38 3.88 -0.61
Br: 2.08 2.97 1.07
H: 1.98 4.89 -0.53
H: 3.44 3.86 -0.82
S: 2.59 0.02 -0.72
C: 2.94 -1.57 -0.21
N: 4.17 -2.06 -0.55
C: 4.55 -3.31 -0.23
C: 3.68 -4.11 0.46
C: 2.45 -3.56 0.80
N: 2.09 -2.32 0.48
H: 4.79 -1.45 -1.06
H: 5.54 -3.62 -0.53
H: 3.95 -5.12 0.73
H: 1.71 -4.13 1.36
F: -0.82 5.27 0.35
C: -1.89 4.49 0.66
F: -2.65 4.39 -0.42
F: -2.56 5.06 1.63
C: -1.29 3.11 1.05
O: -1.27 2.72 2.20
O: -0.80 2.52 0.00

Below is a molecular structure, C6H8NPS3, with properties calculated with ωB97M-V with the def2-TZVPD basis set.

Frontier orbital gap, eV: 7.945
Charge: 0

Positions of all 19 atoms, in Å:
C: -3.51 -1.46 1.23
C: -2.57 -0.98 0.59
C: -1.48 1.02 -0.34
C: -1.35 -0.30 0.20
C: -0.17 -1.87 -1.11
C: 2.67 2.30 0.48
N: -0.08 -0.89 -0.07
P: 1.17 -0.42 0.97
S: 2.48 -1.71 0.49
S: -0.33 2.17 -1.03
S: 1.67 1.50 -0.92
H: -4.36 -1.97 1.56
H: -2.38 1.53 -0.31
H: -0.57 -1.33 -1.95
H: 0.90 -2.15 -1.38
H: -0.68 -2.77 -0.77
H: 2.89 3.34 0.36
H: 3.67 1.80 0.69
H: 2.02 2.20 1.33